A 9-piece molecular cluster, C25H57N8O11 overall, computed with the ωB97M-V functional and the def2-TZVPD basis.

Geometry as ORCA input:
```
! RIJCOSX wB97M-V def2-TZVPD def2/J DEFGRID3
* xyz -2 2
O -0.78 0.30 -0.29
C 0.20 -0.59 -0.23
O 1.42 -0.30 -0.30
O -0.11 -1.75 0.14
H -1.51 -0.30 -0.17
C 4.92 -0.29 -3.26
C 3.69 -1.21 -2.89
O 3.76 -1.94 -1.92
N 2.74 -1.11 -3.82
C 1.41 -1.82 -3.68
H 5.84 -0.85 -3.35
H 4.94 0.62 -2.66
H 4.89 0.09 -4.28
H 2.77 -0.34 -4.47
H 0.94 -1.65 -2.71
H 1.42 -2.90 -3.86
H 0.78 -1.45 -4.49
C 1.65 -5.92 -2.49
C 0.84 -4.92 -1.69
O 1.50 -4.07 -1.07
N -0.50 -5.13 -1.63
C -1.42 -4.37 -0.75
H 1.66 -5.87 -3.57
H 1.26 -6.91 -2.27
H 2.64 -6.12 -2.08
H -0.90 -5.92 -2.12
H -2.40 -4.79 -0.97
H -1.40 -3.34 -1.13
H -1.12 -4.46 0.29
C 4.08 1.60 3.94
C 2.75 0.97 3.37
O 2.79 -0.16 2.86
N 1.63 1.73 3.34
C 0.24 1.48 2.97
H 4.56 0.80 4.51
H 3.80 2.28 4.74
H 4.81 2.03 3.25
H 1.84 2.68 3.59
H 0.25 0.73 2.18
H -0.11 2.44 2.60
H -0.28 1.10 3.85
C -1.60 3.95 -0.45
C -0.71 3.76 -1.66
O -0.30 4.77 -2.19
N -0.16 2.54 -1.83
C 0.57 2.04 -2.94
H -1.30 4.87 0.05
H -1.61 3.10 0.23
H -2.62 4.14 -0.79
H -0.22 1.94 -1.02
H 0.83 2.96 -3.48
H 0.27 1.17 -3.52
H 1.47 1.65 -2.48
C -0.68 -2.52 5.06
C -0.32 -2.54 3.61
O 0.87 -2.53 3.27
N -1.29 -2.48 2.78
C -2.71 -3.01 2.79
H -1.74 -2.62 5.31
H -0.16 -1.89 5.78
H -0.14 -3.40 5.42
H -1.00 -2.38 1.82
H -3.11 -2.82 1.80
H -3.20 -2.35 3.51
H -2.92 -4.01 3.16
C -3.38 0.57 3.06
C -3.50 0.75 1.58
O -3.18 -0.28 1.00
N -3.97 1.84 1.01
C -4.47 3.08 1.77
H -2.60 -0.15 3.31
H -4.34 0.20 3.44
H -3.32 1.51 3.60
H -3.92 1.80 0.01
H -4.96 2.92 2.73
H -5.33 3.45 1.20
H -3.76 3.91 1.81
C 6.27 1.58 -0.14
C 4.90 0.99 0.15
O 4.86 -0.09 0.78
N 3.81 1.69 -0.22
C 3.60 3.09 -0.33
H 6.86 1.79 0.75
H 6.25 2.53 -0.68
H 6.72 0.92 -0.88
H 2.95 1.18 -0.06
H 4.01 3.73 0.44
H 2.52 3.04 -0.20
H 3.83 3.44 -1.34
C -2.74 0.48 -2.94
C -4.21 0.37 -2.62
O -5.00 -0.48 -3.07
N -4.70 1.35 -1.83
C -6.09 1.56 -1.39
H -2.38 1.17 -3.71
H -2.51 -0.48 -3.41
H -2.13 0.68 -2.06
H -4.02 2.02 -1.50
H -6.30 2.46 -0.82
H -6.75 0.83 -0.92
H -6.71 1.87 -2.23
*
```

Values from the calculation:
HOMO energy (alpha / beta) in eV: 2.09 / -2.73
Relative energy (zero: lowest compared OMol25 entry of this formula, charge and spin) in kcal per mole: 24.3
Energy in Eh: -2252.39875
Lowest unoccupied orbital energy (alpha / beta) in eV: 4.19 / 4.18

---

C25H58F3Li2N3O5 as an isolated structure, computed with the ωB97M-V functional and the def2-TZVPD basis.

Geometry as ORCA input:
```
! RIJCOSX wB97M-V def2-TZVPD def2/J DEFGRID3
* xyz 0 1
Li 2.25 -0.95 -1.09
Li 1.69 1.45 -0.32
O 3.34 0.64 -0.94
H 4.17 0.73 -1.38
O 0.61 -0.13 -0.55
H -0.26 -0.37 -0.84
C 3.37 -2.77 2.48
C 3.28 -1.92 1.21
N 2.99 -2.67 0.00
C 1.77 -3.46 0.06
C 1.21 -3.80 -1.31
C 4.12 -3.43 -0.53
C 5.32 -2.58 -0.99
H 4.02 -3.64 2.37
H 2.40 -3.10 2.86
H 3.76 -2.15 3.29
H 2.49 -1.17 1.33
H 4.21 -1.37 1.07
H 1.93 -4.39 0.64
H 1.01 -2.96 0.66
H 0.25 -4.32 -1.30
H 0.91 -2.88 -1.83
H 1.87 -4.36 -1.97
H 3.84 -4.00 -1.41
H 4.47 -4.16 0.21
H 5.83 -2.09 -0.16
H 4.97 -1.78 -1.64
H 5.99 -3.29 -1.49
C -2.03 -2.52 0.03
C -2.75 -1.19 -0.17
N -4.16 -1.26 0.14
C -4.89 -0.18 -0.50
C -6.41 -0.25 -0.31
C -4.51 -1.49 1.53
C -4.34 -0.28 2.44
H -0.95 -2.45 -0.13
H -2.43 -3.23 -0.70
H -2.23 -2.98 1.00
H -2.23 -0.41 0.42
H -2.62 -0.84 -1.18
H -4.63 0.82 -0.12
H -4.70 -0.18 -1.58
H -6.88 0.56 -0.87
H -6.84 -1.21 -0.58
H -6.65 -0.08 0.74
H -3.98 -2.35 1.93
H -5.54 -1.85 1.57
H -5.22 0.36 2.41
H -3.46 0.35 2.23
H -4.21 -0.56 3.49
C -1.03 2.75 0.56
C -0.50 3.32 -0.77
N 0.98 3.40 -0.85
C 1.50 4.39 0.11
C 3.01 4.35 0.27
C 1.38 3.75 -2.21
C 1.13 2.60 -3.21
H -2.11 2.66 0.44
H -0.82 3.33 1.46
H -0.62 1.74 0.60
H -0.88 2.63 -1.52
H -0.92 4.29 -1.06
H 1.18 5.41 -0.17
H 1.06 4.23 1.09
H 3.59 4.51 -0.63
H 3.33 5.12 0.97
H 3.35 3.36 0.59
H 2.46 3.91 -2.23
H 0.96 4.70 -2.57
H 1.46 1.70 -2.69
H 1.69 2.77 -4.12
H 0.08 2.50 -3.49
C -0.68 -1.48 3.49
C 0.01 -0.38 2.71
O 1.26 -0.07 3.35
C 1.92 0.99 2.97
O 1.48 1.82 2.23
C 3.35 1.09 3.53
F 3.47 2.19 4.25
F 3.71 0.04 4.26
F 4.18 1.18 2.49
H -0.86 -1.19 4.53
H -0.06 -2.38 3.53
H -1.62 -1.71 3.01
H -0.60 0.52 2.59
H 0.26 -0.72 1.70
C -3.59 1.72 -3.29
C -2.67 0.90 -4.17
O -2.63 1.02 -5.37
C -1.62 0.03 -3.47
H -3.34 1.71 -2.24
H -4.62 1.38 -3.44
H -3.44 2.74 -3.66
H -2.16 -0.90 -3.23
H -1.35 0.45 -2.50
H -0.78 -0.21 -4.10
*
```

Values from the calculation:
HOMO energy in eV: -8.47
Relative energy (zero: lowest compared OMol25 entry of this formula, charge and spin) in kcal per mole: 0.0
Energy in Eh: -1842.60386
Lowest unoccupied orbital energy in eV: 0.41

---

C25H59FN4OSi2 as an isolated structure, computed with the ωB97M-V functional and the def2-TZVPD basis.

Geometry as ORCA input:
```
! RIJCOSX wB97M-V def2-TZVPD def2/J DEFGRID3
* xyz 0 1
C -3.51 6.37 0.31
C -2.73 5.69 -0.48
C -2.86 5.71 -1.99
Si -2.53 3.96 -2.67
C -4.20 3.05 -2.69
C -5.13 3.54 -1.55
C -6.44 2.78 -1.56
F -7.22 3.27 -0.51
O -1.49 3.24 -1.58
Si -0.42 2.09 -2.19
C -0.30 0.75 -0.86
C -1.69 0.24 -0.40
C -2.36 1.13 0.66
C -1.91 0.81 2.11
N -0.77 1.69 2.45
C -1.14 2.92 2.97
N -2.17 3.55 2.62
N -0.20 3.43 3.93
C 1.28 2.92 -2.24
N 1.42 3.82 -3.42
C 2.68 4.60 -3.27
H -3.53 6.11 1.36
H -4.08 7.20 -0.09
H -1.96 5.09 0.00
H -2.05 6.35 -2.35
H -3.83 6.08 -2.30
H -1.97 4.04 -4.04
H -4.73 3.26 -3.63
H -4.08 1.98 -2.54
H -4.67 3.41 -0.57
H -5.37 4.60 -1.64
H -6.30 1.71 -1.35
H -7.01 2.94 -2.47
H -0.82 1.54 -3.50
H 0.36 -0.06 -1.18
H 0.21 1.21 -0.01
H -1.61 -0.76 0.02
H -2.33 0.22 -1.29
H -2.17 2.20 0.52
H -3.44 1.01 0.55
H -1.67 -0.24 2.19
H -2.77 1.10 2.74
H -0.20 1.25 3.16
H -2.27 4.42 3.12
H -0.36 4.41 4.09
H -0.40 2.94 4.80
H 1.41 3.55 -1.35
H 2.05 2.13 -2.25
H 1.60 3.24 -4.23
H 2.49 5.60 -2.89
H 3.36 4.11 -2.56
H 3.21 4.64 -4.22
C 1.02 -6.94 -0.33
C 0.09 -5.85 -0.83
C 0.33 -4.49 -0.17
C 0.10 -4.45 1.34
C -1.30 -4.86 1.80
C -2.40 -3.95 1.27
H 0.86 -7.15 0.74
H 0.84 -7.87 -0.87
H 2.06 -6.67 -0.47
H -0.95 -6.16 -0.70
H 0.24 -5.73 -1.91
H -0.31 -3.75 -0.65
H 1.36 -4.18 -0.37
H 0.30 -3.43 1.70
H 0.83 -5.09 1.84
H -1.32 -4.84 2.90
H -1.51 -5.90 1.52
H -2.22 -2.92 1.57
H -3.37 -4.25 1.67
H -2.46 -3.99 0.18
C 6.90 -4.59 0.94
C 6.30 -3.42 0.16
C 6.04 -2.18 1.01
C 5.04 -2.38 2.15
C 3.65 -2.86 1.71
C 2.93 -1.88 0.79
H 6.22 -4.94 1.71
H 7.11 -5.42 0.27
H 7.84 -4.29 1.42
H 5.38 -3.75 -0.33
H 6.99 -3.15 -0.65
H 5.70 -1.37 0.36
H 6.99 -1.84 1.44
H 4.93 -1.43 2.68
H 5.44 -3.08 2.88
H 3.04 -3.00 2.61
H 3.72 -3.84 1.23
H 2.82 -0.91 1.27
H 1.93 -2.26 0.56
H 3.46 -1.75 -0.15
*
```

Values from the calculation:
HOMO energy in eV: -8.85
Energy in Eh: -1961.12064
Lowest unoccupied orbital energy in eV: 0.56